## a
Below is a 2-piece molecular cluster, C4H12 overall, with properties calculated with ωB97M-V with the def2-TZVPD basis set.

```
16
Properties=species:S:1:pos:R:3
C 2.028 -1.005 1.482
C 1.660 -0.309 0.173
H 1.411 -1.874 1.723
H 3.015 -1.468 1.536
H 1.899 -0.336 2.335
H 2.237 0.584 -0.071
H 0.670 0.124 0.320
H 1.675 -1.077 -0.586
C -1.607 0.297 -1.539
C -2.070 0.976 -0.229
H -2.029 0.907 -2.341
H -0.528 0.332 -1.594
H -2.089 -0.677 -1.580
H -3.103 1.293 -0.220
H -1.740 0.383 0.627
H -1.428 1.851 -0.034
```

The calculation puts the HOMO energy at -11.577 eV. Its orbital gap is 12.704 eV. Its multiplicity is 1. The structure (SMILES) is CC.CC. As for the total charge: 0. Its LUMO energy is 0.0414 Eh.

Results of the natural (NBO) charge analysis, in e, for atoms 1 through 6:
1. C -0.61
2. C -0.61
3. H 0.20
4. H 0.20
5. H 0.20
6. H 0.21

## b
Below is a 2-piece molecular cluster, C4H12 overall, with properties calculated with ωB97M-V with the def2-TZVPD basis set.

```
16
Properties=species:S:1:pos:R:3
C -1.551 -1.663 -2.590
C -0.359 -1.292 -1.718
H -1.614 -1.044 -3.502
H -2.504 -1.580 -2.042
H -1.407 -2.715 -2.889
H -0.388 -0.256 -1.341
H 0.550 -1.418 -2.330
H -0.302 -1.978 -0.857
C 0.542 1.478 1.487
C 1.351 1.557 2.829
H -0.441 1.018 1.689
H 1.103 0.820 0.802
H 0.380 2.448 0.988
H 1.641 0.517 3.055
H 0.734 1.938 3.660
H 2.265 2.170 2.759
```

The calculation puts the HOMO energy at -11.855 eV. Its orbital gap is 12.980 eV. Its multiplicity is 1. The structure (SMILES) is CC.CC. As for the total charge: 0. Its LUMO energy is 0.0414 Eh.

Results of the natural (NBO) charge analysis, in e, for atoms 1 through 6:
1. C -0.60
2. C -0.60
3. H 0.20
4. H 0.20
5. H 0.20
6. H 0.20

## c
Below is a 2-piece molecular cluster, C4H12 overall, with properties calculated with ωB97M-V with the def2-TZVPD basis set.

```
16
Properties=species:S:1:pos:R:3
C 1.115 -2.368 0.123
C 0.380 -2.167 1.443
H 2.150 -2.041 0.243
H 1.187 -3.440 -0.086
H 0.604 -1.938 -0.730
H 0.842 -2.635 2.311
H 0.160 -1.115 1.629
H -0.627 -2.603 1.375
C -1.241 2.618 -0.309
C -0.144 2.001 -1.207
H -1.061 2.524 0.754
H -1.563 3.578 -0.685
H -2.115 1.973 -0.488
H 0.610 2.773 -1.311
H -0.521 1.792 -2.212
H 0.225 1.049 -0.851
```

The calculation puts the HOMO energy at -11.542 eV. Its orbital gap is 12.610 eV. Its multiplicity is 1. The structure (SMILES) is CC.CC. As for the total charge: 0. Its LUMO energy is 0.0392 Eh.

Results of the natural (NBO) charge analysis, in e, for atoms 1 through 6:
1. C -0.61
2. C -0.61
3. H 0.20
4. H 0.20
5. H 0.21
6. H 0.21

## d
Below is a 2-piece molecular cluster, C4H12 overall, with properties calculated with ωB97M-V with the def2-TZVPD basis set.

```
16
Properties=species:S:1:pos:R:3
C -1.456 -1.521 1.853
C -0.349 -0.420 2.033
H -1.524 -2.155 2.751
H -2.423 -0.969 1.653
H -1.305 -2.104 0.973
H -0.299 0.085 1.101
H 0.522 -1.025 2.137
H -0.576 0.345 2.807
C 0.795 0.619 -2.591
C 1.106 1.303 -1.194
H 1.448 -0.196 -2.786
H -0.314 0.440 -2.428
H 0.792 1.236 -3.434
H 0.503 2.204 -1.177
H 2.062 1.636 -1.296
H 1.018 0.521 -0.402
```

The calculation puts the HOMO energy at -11.341 eV. Its orbital gap is 12.412 eV. Its multiplicity is 1. The structure (SMILES) is CC.CC. As for the total charge: 0. Its LUMO energy is 0.0394 Eh.

Results of the natural (NBO) charge analysis, in e, for atoms 1 through 6:
1. C -0.60
2. C -0.61
3. H 0.20
4. H 0.20
5. H 0.20
6. H 0.20

We find b to be the most stable, with the next structure 3.8 kcal/mol higher.

## a
Below is a 2-piece molecular cluster, C4H12 overall, with properties calculated with ωB97M-V with the def2-TZVPD basis set.

```
16
Properties=species:S:1:pos:R:3
C 0.344 1.648 -0.364
C 0.479 1.320 -1.835
H -0.569 2.157 -0.036
H 0.388 0.844 0.367
H 1.123 2.304 0.042
H -0.080 2.035 -2.439
H 0.130 0.309 -2.033
H 1.521 1.432 -2.135
C -0.453 -1.813 0.350
C -0.363 -1.213 1.739
H 0.445 -2.311 -0.016
H -1.279 -2.524 0.375
H -0.711 -1.070 -0.407
H -0.122 -1.962 2.497
H 0.417 -0.454 1.831
H -1.269 -0.701 2.063
```

The calculation puts the HOMO energy at -11.532 eV. Its orbital gap is 12.724 eV. Its multiplicity is 1. The structure (SMILES) is CC.CC. As for the total charge: 0. Its LUMO energy is 0.0438 Eh.

Results of the natural (NBO) charge analysis, in e, for atoms 1 through 6:
1. C -0.63
2. C -0.62
3. H 0.20
4. H 0.21
5. H 0.20
6. H 0.21

## b
Below is a 2-piece molecular cluster, C4H12 overall, with properties calculated with ωB97M-V with the def2-TZVPD basis set.

```
16
Properties=species:S:1:pos:R:3
C -0.445 -0.443 1.739
C -1.112 0.306 2.877
H -0.959 -0.196 0.816
H 0.604 -0.155 1.646
H -0.400 -1.523 1.888
H -0.837 1.364 2.880
H -0.860 -0.019 3.889
H -2.200 0.237 2.831
C 0.473 0.377 -1.692
C 1.067 -0.245 -2.949
H 1.248 0.349 -0.916
H 0.211 1.432 -1.769
H -0.370 -0.163 -1.272
H 0.550 0.126 -3.831
H 1.023 -1.332 -2.893
H 2.134 -0.038 -3.007
```

The calculation puts the HOMO energy at -11.693 eV. Its orbital gap is 12.869 eV. Its multiplicity is 1. The structure (SMILES) is CC.CC. As for the total charge: 0. Its LUMO energy is 0.0432 Eh.

Results of the natural (NBO) charge analysis, in e, for atoms 1 through 6:
1. C -0.61
2. C -0.61
3. H 0.20
4. H 0.20
5. H 0.20
6. H 0.20

## c
Below is a 2-piece molecular cluster, C4H12 overall, with properties calculated with ωB97M-V with the def2-TZVPD basis set.

```
16
Properties=species:S:1:pos:R:3
C -1.549 0.779 0.837
C -1.740 1.471 -0.519
H -0.536 0.371 0.889
H -1.709 1.467 1.671
H -2.212 -0.069 0.988
H -1.759 0.730 -1.326
H -0.964 2.213 -0.675
H -2.730 1.922 -0.568
C 1.357 -1.831 -0.043
C 1.938 -0.447 -0.268
H 0.916 -2.193 -0.968
H 2.118 -2.530 0.305
H 0.557 -1.767 0.696
H 2.259 0.118 0.618
H 1.206 0.194 -0.772
H 2.850 -0.426 -0.865
```

The calculation puts the HOMO energy at -11.769 eV. Its orbital gap is 12.941 eV. Its multiplicity is 1. The structure (SMILES) is CC.CC. As for the total charge: 0. Its LUMO energy is 0.0430 Eh.

Results of the natural (NBO) charge analysis, in e, for atoms 1 through 6:
1. C -0.61
2. C -0.61
3. H 0.20
4. H 0.20
5. H 0.20
6. H 0.20

## d
Below is a 2-piece molecular cluster, C4H12 overall, with properties calculated with ωB97M-V with the def2-TZVPD basis set.

```
16
Properties=species:S:1:pos:R:3
C 0.202 2.333 0.679
C -0.528 2.246 -0.647
H 0.767 1.493 0.822
H 1.011 3.042 0.752
H -0.531 2.683 1.473
H 0.104 1.903 -1.494
H -1.438 1.596 -0.707
H -0.816 3.273 -0.971
C -0.043 -2.091 0.633
C 0.526 -2.644 -0.585
H 0.631 -1.737 1.469
H -0.673 -1.118 0.480
H -0.908 -2.740 1.153
H 1.557 -2.331 -0.682
H -0.198 -2.203 -1.469
H 0.337 -3.705 -0.906
```

The calculation puts the HOMO energy at -10.570 eV. Its orbital gap is 11.643 eV. Its multiplicity is 1. The structure (SMILES) is CC.CC. As for the total charge: 0. Its LUMO energy is 0.0395 Eh.

Results of the natural (NBO) charge analysis, in e, for atoms 1 through 6:
1. C -0.62
2. C -0.61
3. H 0.21
4. H 0.21
5. H 0.21
6. H 0.20

We find c to be the most stable, with the next structure 2.4 kcal/mol higher.

## a
Below is a 2-piece molecular cluster, C4H12 overall, with properties calculated with ωB97M-V with the def2-TZVPD basis set.

```
16
Properties=species:S:1:pos:R:3
C 0.799 -1.587 1.518
C -0.648 -1.231 1.871
H 1.134 -2.504 1.937
H 1.026 -1.489 0.462
H 1.454 -0.871 2.034
H -1.253 -1.004 0.995
H -1.138 -2.041 2.414
H -0.745 -0.368 2.531
C -0.080 2.146 -1.886
C -0.093 0.672 -1.536
H -0.047 2.255 -2.975
H -1.006 2.622 -1.571
H 0.805 2.656 -1.515
H 0.256 0.459 -0.521
H 0.613 0.070 -2.117
H -1.076 0.215 -1.641
```

The calculation puts the HOMO energy at -11.591 eV. Its orbital gap is 12.758 eV. Its multiplicity is 1. The structure (SMILES) is CC.CC. As for the total charge: 0. Its LUMO energy is 0.0429 Eh.

Results of the natural (NBO) charge analysis, in e, for atoms 1 through 6:
1. C -0.62
2. C -0.62
3. H 0.21
4. H 0.21
5. H 0.20
6. H 0.21

## b
Below is a 2-piece molecular cluster, C4H12 overall, with properties calculated with ωB97M-V with the def2-TZVPD basis set.

```
16
Properties=species:S:1:pos:R:3
C -1.925 0.871 -0.738
C -1.014 0.650 -1.981
H -1.363 1.322 0.050
H -2.851 1.392 -1.065
H -2.193 -0.164 -0.415
H -0.923 -0.394 -2.234
H -1.450 1.195 -2.776
H -0.018 1.088 -1.783
C 0.883 -0.406 1.102
C 2.052 -1.093 1.756
H 1.198 0.009 0.110
H 0.072 -1.081 0.777
H 0.622 0.575 1.452
H 2.979 -0.526 1.621
H 2.125 -2.091 1.309
H 1.806 -1.347 2.814
```

The calculation puts the HOMO energy at -11.154 eV. Its orbital gap is 12.283 eV. Its multiplicity is 1. The structure (SMILES) is CC.CC. As for the total charge: 0. Its LUMO energy is 0.0415 Eh.

Results of the natural (NBO) charge analysis, in e, for atoms 1 through 6:
1. C -0.61
2. C -0.61
3. H 0.21
4. H 0.21
5. H 0.20
6. H 0.20

## c
Below is a 2-piece molecular cluster, C4H12 overall, with properties calculated with ωB97M-V with the def2-TZVPD basis set.

```
16
Properties=species:S:1:pos:R:3
C 0.639 1.515 1.556
C -0.493 1.671 2.698
H 0.909 2.504 1.024
H 1.631 1.231 1.901
H 0.464 0.580 0.898
H -1.498 1.596 2.195
H -0.689 2.731 2.997
H -0.331 0.911 3.465
C -0.628 -1.185 -1.758
C 0.452 -2.076 -2.492
H -0.445 -1.174 -0.721
H -0.454 0.049 -1.944
H -1.593 -1.354 -2.094
H 0.145 -2.126 -3.514
H 0.688 -3.006 -1.929
H 1.351 -1.492 -2.307
```

The calculation puts the HOMO energy at -11.114 eV. Its orbital gap is 12.188 eV. Its multiplicity is 1. The structure (SMILES) is CC.CC. As for the total charge: 0. Its LUMO energy is 0.0395 Eh.

Results of the natural (NBO) charge analysis, in e, for atoms 1 through 6:
1. C -0.63
2. C -0.63
3. H 0.21
4. H 0.20
5. H 0.21
6. H 0.21

## d
Below is a 2-piece molecular cluster, C4H12 overall, with properties calculated with ωB97M-V with the def2-TZVPD basis set.

```
16
Properties=species:S:1:pos:R:3
C 0.437 -0.480 -2.866
C 0.994 -0.312 -1.441
H -0.478 -1.072 -2.870
H 0.265 0.471 -3.362
H 1.170 -0.976 -3.515
H 1.206 0.721 -1.191
H 0.311 -0.768 -0.733
H 1.916 -0.891 -1.354
C -1.466 0.526 2.176
C 0.043 0.276 2.109
H -1.810 1.114 1.328
H -2.070 -0.383 2.256
H -1.775 1.117 3.040
H 0.537 0.638 3.023
H 0.449 0.806 1.250
H 0.272 -0.786 2.149
```

The calculation puts the HOMO energy at -11.527 eV. Its orbital gap is 12.678 eV. Its multiplicity is 1. The structure (SMILES) is CC.CC. As for the total charge: 0. Its LUMO energy is 0.0423 Eh.

Results of the natural (NBO) charge analysis, in e, for atoms 1 through 6:
1. C -0.61
2. C -0.62
3. H 0.21
4. H 0.20
5. H 0.20
6. H 0.21

We find a to be the most stable, with the next structure 1.6 kcal/mol higher.

## a
Below is a 2-piece molecular cluster, C4H12 overall, with properties calculated with ωB97M-V with the def2-TZVPD basis set.

```
16
Properties=species:S:1:pos:R:3
C 2.256 0.120 -1.532
C 2.333 -0.143 -0.106
H 3.165 0.426 -2.097
H 2.063 -0.917 -2.048
H 1.538 0.996 -1.839
H 1.446 -0.152 0.386
H 3.039 0.722 0.368
H 2.831 -1.043 0.265
C -2.595 0.320 1.438
C -2.048 -0.384 0.180
H -3.820 0.719 1.206
H -2.748 -0.310 2.384
H -1.992 1.235 1.696
H -1.263 0.245 -0.219
H -2.743 -0.511 -0.551
H -1.462 -1.325 0.468
```

The calculation puts the HOMO energy at -10.946 eV. Its orbital gap is 12.009 eV. Its multiplicity is 1. The structure (SMILES) is CC.CC. As for the total charge: 0. Its LUMO energy is 0.0391 Eh.

Results of the natural (NBO) charge analysis, in e, for atoms 1 through 6:
1. C -0.62
2. C -0.60
3. H 0.21
4. H 0.20
5. H 0.21
6. H 0.20

## b
Below is a 2-piece molecular cluster, C4H12 overall, with properties calculated with ωB97M-V with the def2-TZVPD basis set.

```
16
Properties=species:S:1:pos:R:3
C -1.189 -1.057 1.099
C -2.644 -0.433 0.960
H -0.639 -0.890 0.132
H -0.546 -0.486 1.717
H -1.191 -2.115 1.550
H -2.791 0.039 1.921
H -3.395 -1.203 0.930
H -2.701 0.265 0.093
C 2.205 1.180 -0.594
C 1.459 0.286 -1.423
H 2.610 0.817 0.326
H 3.301 1.450 -1.189
H 1.746 2.166 -0.377
H 0.950 -0.413 -0.845
H 2.026 -0.352 -2.174
H 0.799 0.745 -2.124
```

The calculation puts the HOMO energy at -10.828 eV. Its orbital gap is 11.950 eV. Its multiplicity is 1. The structure (SMILES) is CC.CC. As for the total charge: 0. Its LUMO energy is 0.0413 Eh.

Results of the natural (NBO) charge analysis, in e, for atoms 1 through 6:
1. C -0.62
2. C -0.62
3. H 0.20
4. H 0.20
5. H 0.21
6. H 0.20

We find b to be the most stable, with the next structure 10.9 kcal/mol higher.